ORCA calculation (ωB97M-V with the def2-TZVPD basis set) on a cluster of 12 separate species, C36H104N8O12 in total.

Calculated values
Energy relative to the best compared isomer or geometry (same formula, charge and spin) in kJ/mol: 397.5
Frontier orbital gap in eV: 8.679
Total charge: 0
SMILES: COC[C@H](C)N.COC[C@H](C)N.COC[C@H](C)N.COC[C@H](C)N.COC[C@H](C)N.COC[C@H](C)N.COC[C@H](C)N.COC[C@H](C)N.CO.CO.CO.CO
E_HOMO in eV: -8.5
Spin multiplicity: 1
Energy in eV: -75501.24433

```
160
Properties=species:S:1:pos:R:3:forces:R:3
H -7.139551 -21.870661 -2.740682 0.52 0.27 0.20
C -9.783244 -26.067393 -9.734624 -1.15 0.80 -1.27
H -7.184215 -26.079743 2.075532 0.45 -0.58 0.31
H -4.675973 -25.845646 -2.572977 0.46 -0.19 -0.32
N -6.949343 -25.407025 1.359731 -0.05 -0.01 0.87
C -9.305864 -25.634395 0.626579 -1.00 -0.31 -1.60
C -5.065097 -23.427525 -6.516481 -0.28 0.22 -1.91
N -21.146873 -23.127042 -6.280207 -0.36 -0.94 -0.97
H -1.787263 -26.086604 -8.391539 -0.38 0.35 -0.15
H -16.964356 -25.354496 -4.660743 -0.20 -0.19 -0.32
H -9.016352 -25.643582 -2.490448 -0.94 -0.03 0.16
C -14.526728 -20.183951 -0.869318 -0.51 1.01 -0.64
H -7.714595 -21.910637 -4.328641 -0.07 -0.13 -0.36
H -13.249029 -17.335667 0.682051 0.16 -0.08 0.12
H -16.286505 -18.389653 -0.873237 -0.20 0.18 -0.03
H -13.536830 -24.526761 -4.555645 -0.24 -0.27 0.22
C -11.399912 -20.191560 -4.531026 -1.64 -1.46 0.13
H -16.563812 -21.949917 -0.545567 0.62 -0.19 0.31
H -5.284815 -22.777278 -10.334386 -0.06 -0.04 0.13
H -10.226274 -18.562190 -4.623634 0.21 0.83 0.28
C -9.587614 -24.507471 -4.164317 0.18 -0.21 -0.05
H -4.469660 -22.829101 -5.826965 0.11 -0.03 0.00
H -10.932171 -24.802282 -2.638229 -0.82 0.37 0.23
C -4.536009 -26.477199 -8.470592 -1.23 1.12 0.61
H -11.327073 -25.743372 -4.072154 -0.58 0.04 -0.32
C -4.529375 -22.094120 -9.946172 0.68 1.34 -0.11
H -5.551969 -16.733845 -6.692211 0.17 -0.20 0.20
C -6.508794 -19.663259 -5.407683 0.95 -0.10 0.67
C -4.644022 -21.973444 -8.427509 0.56 -0.25 0.10
O -5.821874 -27.132982 -8.227357 1.97 0.50 -0.56
H -9.670793 -26.397650 1.313873 0.60 0.13 0.78
H -12.135690 -26.696239 -6.158742 0.28 -0.20 0.38
O -9.875864 -27.467750 -9.657627 0.33 -0.41 0.48
C -11.021885 -24.756732 -3.723575 1.20 0.78 -0.47
H -5.856838 -19.756671 -3.308824 0.87 -0.07 -0.73
O -4.640169 -23.274310 -7.910027 -0.67 -1.10 1.45
H -11.950214 -18.141582 -4.394315 0.19 0.19 0.35
H -10.761349 -25.671894 -10.008456 -0.45 0.25 0.52
H -13.669483 -20.438990 -1.492355 -0.10 -0.48 -0.42
H -13.191456 -19.163189 -8.629537 0.06 0.43 0.54
H -6.117298 -23.144359 -6.488439 -0.11 0.30 0.37
H -1.959054 -26.434454 -10.178928 -0.30 0.52 0.17
H -5.986228 -22.164778 -4.118199 -0.05 -0.02 0.30
H -7.318322 -27.752600 0.670706 -0.15 -0.37 -0.28
C -7.500321 -27.131109 -0.206055 0.32 0.46 -0.78
H -5.424143 -20.226022 -10.338988 -0.90 -0.45 0.03
C -19.955500 -22.758533 -5.590511 0.07 -0.27 2.68
H -5.006726 -18.352676 -7.284406 0.22 -0.06 0.18
C -6.667029 -20.096629 -3.953895 -0.32 0.43 1.02
O -12.311518 -28.582050 -6.892851 -0.79 -0.37 -0.19
H -16.269776 -24.213511 -3.584541 -0.19 0.15 0.33
H -14.073758 -18.124793 -1.408864 0.06 -0.24 -0.30
C -5.777997 -17.798616 -6.749364 -1.23 -0.55 1.02
C -12.416992 -19.747101 -8.132178 -0.57 -1.01 0.31
H -11.779987 -29.174610 -7.429454 -0.05 -0.07 -0.04
H -18.954009 -24.537365 -5.936896 0.16 -0.76 -0.10
C -13.135442 -23.646288 -4.053898 -0.04 -0.37 -0.49
C -19.170959 -23.996705 -5.015640 -0.84 1.07 -1.49
O -12.342453 -19.517263 -6.736465 0.30 -0.37 0.53
N -3.902030 -27.906831 -10.314911 -0.18 -0.75 0.79
H -8.872921 -29.631008 -3.983878 0.38 0.15 0.24
C -7.832351 -25.729115 0.263201 -0.43 -0.03 -0.13
H -21.055043 -22.068843 -3.732045 -0.49 -0.07 -0.56
C -8.914919 -28.829097 -4.720952 0.01 0.69 -0.90
H -20.910468 -23.970010 -6.783823 -0.25 -0.17 -0.73
H -12.385837 -20.507086 -4.189710 -0.73 0.37 -0.21
H -9.465742 -25.560101 -8.823603 0.25 -0.51 0.01
H -17.317785 -21.709355 -2.021580 0.13 0.68 -0.52
H -19.740064 -24.646981 -4.351288 -0.29 0.10 0.26
H -5.050066 -24.494952 -6.296293 0.43 0.29 0.02
H -11.911549 -26.738555 -7.847236 0.19 -0.30 -0.43
H -14.494100 -20.818912 0.016039 -0.31 -0.03 0.22
C -20.348027 -21.732163 -4.490255 1.91 -0.28 -0.85
C -16.330468 -21.641727 -1.564719 -0.26 0.82 0.21
H -7.445674 -19.818861 -5.942595 -0.40 0.41 -0.05
H -17.729901 -25.154312 -3.098533 -0.19 0.22 0.22
N -7.786694 -19.462789 -3.311349 -1.42 0.21 0.69
H -7.958822 -18.491439 -3.528044 0.49 0.10 -0.20
H -10.739758 -22.072589 -4.209545 0.00 -0.05 0.36
H -8.878243 -29.268065 -5.717977 0.28 -0.33 -0.02
H -6.337133 -26.059828 -6.536432 0.00 0.03 0.12
C -9.431646 -24.533588 -5.710817 0.45 -0.25 1.34
O -11.729734 -23.633191 -4.253766 -0.87 -0.74 0.51
H -11.483391 -19.608453 -8.677399 0.27 0.01 0.20
H -4.628560 -25.666088 -9.192829 -0.48 0.25 -0.17
H -8.195156 -27.052132 -4.203520 -0.65 0.70 0.47
H -10.414143 -20.098846 -6.422864 0.45 0.11 -0.17
C -6.842981 -21.598130 -3.753539 -0.29 0.09 -0.96
H -13.616762 -22.798345 -4.541175 0.45 0.25 -0.05
H -12.310215 -18.766565 0.173294 0.08 0.09 -0.06
H -4.656637 -25.377591 -4.329120 0.06 0.16 0.15
H -3.550483 -28.270327 -8.321430 0.52 -0.13 0.10
H -9.239272 -25.738884 -10.620223 0.93 -0.08 0.25
H -12.017428 -26.464481 -1.073393 0.33 0.04 -0.18
H -16.037185 -18.523199 0.698250 0.25 -0.19 0.31
O -15.804389 -20.287422 -1.573243 0.78 -1.80 0.23
H -6.608454 -27.062348 -0.828911 0.34 -0.25 0.33
H -4.132235 -25.989286 -7.583458 -0.33 -0.11 0.56
H -10.919708 -18.779918 -2.994704 -0.24 0.28 -0.03
H -19.249371 -22.329368 -6.301345 -0.06 0.39 0.07
H -9.918765 -28.404758 -4.702780 -0.12 0.33 0.41
N -4.656478 -20.807414 -10.643575 -0.26 0.69 0.19
C -2.124291 -26.782922 -9.159433 0.37 -1.13 0.62
C -6.722527 -26.325695 -7.520751 -0.44 -0.52 0.11
H -3.025769 -23.567231 -9.849318 0.42 0.04 0.19
H -13.479816 -18.918403 1.466185 -0.15 0.03 0.10
C -11.703692 -27.314632 -6.945551 0.19 0.01 0.30
H -9.320803 -23.503617 -3.833891 -0.03 0.16 0.12
C -13.280964 -18.413231 0.521009 -0.25 -0.17 -0.20
H -5.779197 -24.065019 -2.263074 0.21 -0.03 -0.11
H -5.940830 -26.407816 -3.634602 0.15 -0.16 -0.32
H -9.502176 -25.580689 -6.005259 -0.26 0.09 -0.44
H -8.444011 -24.169461 -5.993816 0.14 -0.04 0.03
H -7.620634 -25.043094 -0.556955 -0.23 0.23 -0.07
C -5.266833 -25.571943 -3.447084 -0.26 -0.67 0.89
H -9.648936 -24.637484 0.903297 0.37 0.19 0.55
C -3.145052 -22.584619 -10.305767 0.01 -1.30 -0.46
O -10.044626 -25.953333 -0.576557 -1.66 -0.03 0.59
H -7.231723 -24.564817 1.840409 0.03 0.70 -0.34
C -11.407687 -20.404666 -6.095067 1.20 1.69 1.11
H -4.849648 -28.198478 -10.122394 -0.46 -0.30 -0.84
H -3.033180 -22.743907 -11.378247 -0.24 0.10 -0.11
H -13.434104 -23.625913 -3.005811 0.18 -0.15 0.22
H -11.840379 -26.285182 0.644384 0.78 -0.49 0.33
H -10.642533 -27.525255 -6.812624 0.20 0.99 0.00
H -3.910440 -20.190345 -10.355928 0.80 -0.21 -0.15
H -7.843216 -25.081096 -3.296352 0.52 0.13 -0.48
H -12.762174 -20.778675 -8.201517 0.23 -0.33 -0.68
H -1.416102 -27.607430 -9.077297 0.09 -0.15 -0.03
N -8.750093 -25.496946 -3.453628 0.41 0.14 -0.52
C -3.523091 -27.404689 -8.983263 0.82 -0.47 -1.28
H -3.748228 -21.513637 -8.010115 0.24 0.71 -0.20
H -7.604539 -26.949242 -7.374592 -0.06 0.13 0.12
H -6.724509 -17.915015 -7.277262 0.00 0.13 -0.50
H -5.488170 -21.351375 -8.129980 -0.51 -0.19 0.08
H -21.882070 -23.440708 -5.662782 -0.07 0.26 0.44
C -14.361685 -18.683513 -0.518346 -0.34 -0.46 0.31
H -8.641470 -19.960237 -3.516274 -0.22 -0.16 -0.15
C -17.230825 -24.616198 -3.904430 0.62 0.13 -0.52
H -10.162352 -23.859404 -6.157628 -0.14 -0.34 -0.10
H -2.328849 -21.917406 -10.028719 -0.19 0.11 0.40
C -11.474856 -25.906617 -0.310172 0.30 0.27 -0.54
H -5.811875 -20.362662 -5.869468 0.59 0.19 -0.35
H -10.579822 -27.739240 -10.251202 0.09 -0.08 0.01
O -6.084300 -24.480835 -3.072765 -0.28 0.75 -0.20
H -19.437333 -21.546642 -3.920771 0.10 0.34 0.00
O -6.038392 -18.304339 -5.412283 0.27 -0.43 -0.97
N -10.498007 -21.150780 -3.874975 1.00 0.56 -1.25
N -15.642850 -18.124123 -0.141592 -0.22 0.75 0.12
O -17.985326 -23.554698 -4.454827 0.67 -0.14 0.92
C -11.134463 -18.784321 -4.063333 0.47 -0.58 -1.23
O -7.886145 -27.835185 -4.664973 0.06 -1.64 -0.30
H -3.926147 -27.148202 -10.981250 -0.14 0.23 -0.04
H -11.424748 -21.464777 -6.348003 -0.96 -0.20 -0.13
H -10.572645 -21.131212 -2.867924 -0.25 0.08 0.03
H -15.703951 -22.361013 -2.092181 0.32 0.07 0.18
H -11.849242 -24.882935 -0.306238 0.18 0.34 -0.28
H -7.018720 -25.427004 -8.061798 0.15 0.25 -0.18
H -20.589497 -20.834411 -5.059311 -0.56 0.16 0.63
H -8.255084 -27.497750 -0.901761 -0.20 -0.30 0.45
```
Forces are in eV/Å.